Entry 1:
{
  "formula": "C35H41CsF5N6O4PS2Te",
  "method": "wB97M-V/def2-TZVPD",
  "species": ["Cs", "O", "N", "C", "C", "C", "C", "C", "C", "C", "P", "C", "C", "C", "C", "C", "C", "C", "C", "C", "C", "C", "C", "H", "H", "H", "H", "H", "H", "H", "H", "H", "H", "H", "H", "H", "H", "H", "H", "O", "C", "O", "C", "C", "C", "C", "C", "C", "S", "H", "H", "H", "H", "C", "N", "C", "C", "N", "N", "C", "C", "H", "H", "H", "H", "H", "H", "H", "H", "H", "H", "H", "H", "H", "S", "C", "N", "C", "C", "C", "N", "H", "H", "H", "H", "H", "H", "H", "H", "F", "Te", "F", "F", "F", "F", "O"],
  "xyz": [[-1.45464, -0.93012, -0.65680], [4.13504, -2.12492, 0.58108], [2.89234, -1.57217, 0.24237], [2.75234, -0.36004, 0.60374], [3.64248, 0.58939, 1.32930], [4.77253, 0.18167, 2.04589], [5.58904, 1.10789, 2.67765], [5.30530, 2.45957, 2.58285], [4.18630, 2.87702, 1.87804], [3.32700, 1.96437, 1.26921], [1.80755, 2.48671, 0.34196], [1.79202, 4.30395, 0.59168], [1.68672, 4.82628, 1.88349], [1.55656, 6.18920, 2.09739], [1.50850, 7.06315, 1.01699], [1.59106, 6.55671, -0.27013], [1.73457, 5.18891, -0.48162], [2.42229, 2.32820, -1.36137], [3.64924, 2.84578, -1.78764], [4.02577, 2.72960, -3.11342], [3.18273, 2.09118, -4.02330], [1.96923, 1.56453, -3.61418], [1.59471, 1.68199, -2.27676], [4.03144, -3.02717, 0.26059], [1.77755, 0.01458, 0.31066], [5.00611, -0.86683, 2.10680], [6.45683, 0.76655, 3.22881], [5.95051, 3.19263, 3.05265], [3.96879, 3.93505, 1.81513], [1.70778, 4.15952, 2.73182], [1.47669, 6.56885, 3.10888], [1.39673, 8.12824, 1.17965], [1.53710, 7.22423, -1.12152], [1.79078, 4.80707, -1.49358], [4.30538, 3.34288, -1.07936], [4.97701, 3.13266, -3.44192], [3.48562, 1.99332, -5.05951], [1.31581, 1.01547, -4.28549], [0.64310, 1.25653, -1.96073], [-0.20825, -0.19548, -4.78583], [-0.95168, -0.79381, -3.98456], [-0.61134, -1.44227, -2.95120], [-2.43503, -0.82643, -4.32092], [-2.81848, -1.69179, -5.35064], [-4.14457, -1.85940, -5.70637], [-5.12004, -1.11476, -5.04816], [-4.75068, -0.21337, -4.06549], [-3.41368, -0.06367, -3.67500], [-2.99824, 1.18240, -2.46608], [-2.04031, -2.23419, -5.87779], [-4.41480, -2.55039, -6.49787], [-6.16727, -1.22510, -5.30842], [-5.49723, 0.38000, -3.55981], [-1.65393, -2.86556, 3.68250], [-1.21581, -1.78548, 4.55563], [-2.29631, -1.11986, 5.25870], [-0.09310, -1.08829, 4.16279], [0.50134, -1.40440, 3.07841], [0.28044, -0.05249, 5.05223], [0.68523, -0.50724, 6.37026], [1.18353, 0.92376, 4.49284], [-2.25338, -3.56778, 4.26574], [-0.79801, -3.37738, 3.25599], [-2.25999, -2.48513, 2.85440], [-3.12361, -0.90540, 4.57398], [-1.95161, -0.17996, 5.67854], [-2.67666, -1.75574, 6.06392], [1.36449, -0.89466, 2.93883], [-0.00609, -1.26718, 6.72858], [0.67942, 0.32802, 7.07469], [1.69770, -0.93878, 6.35487], [2.21884, 0.55819, 4.39873], [1.19599, 1.80400, 5.13996], [0.83003, 1.22117, 3.50668], [-1.29321, -4.94645, 0.82219], [-1.69446, -4.96983, -0.82892], [-2.79178, -4.37796, -1.31605], [-3.12586, -4.32929, -2.73652], [-1.84904, -4.31984, -3.55013], [-1.01407, -5.52582, -3.17450], [-0.91329, -5.62154, -1.71904], [-3.27861, -3.75930, -0.68329], [-3.71602, -3.42959, -2.90805], [-3.73582, -5.20267, -2.99574], [-1.29432, -3.40309, -3.33466], [-2.08440, -4.33866, -4.61404], [-0.00608, -5.43032, -3.58023], [-1.45190, -6.44551, -3.57746], [-0.07151, -5.97637, -1.29918], [-5.46850, 1.55839, 0.98081], [-4.33703, 0.70966, -0.32232], [-5.30065, -0.69268, 0.55638], [-5.82579, 0.77104, -1.42933], [-3.93584, -1.15060, -1.21458], [-4.14880, 2.60091, -0.62157], [-2.89584, 0.59555, 0.74678]],
  "forces_ev_per_angstrom": [[2.4, -1.5, 1.8], [-0.1, -0.1, -0.1], [0.2, 0.2, 0.2], [0.1, 0.0, 0.2], [-0.1, -0.2, -0.2], [-0.1, 0.0, 0.0], [0.0, -0.1, 0.0], [0.0, 0.0, 0.0], [-0.1, 0.0, 0.1], [0.1, 0.1, -0.2], [0.0, 0.0, 0.3], [0.1, 0.0, 0.0], [-0.1, 0.1, -0.1], [0.0, 0.0, 0.0], [0.0, 0.0, 0.0], [0.0, -0.1, 0.0], [0.0, 0.1, 0.0], [-0.1, 0.0, -0.2], [0.0, 0.0, 0.0], [0.0, 0.0, 0.0], [0.0, 0.0, 0.0], [0.1, -0.1, 0.1], [0.0, 0.0, 0.0], [0.0, 0.1, 0.0], [0.0, 0.0, 0.0], [0.0, 0.0, 0.0], [0.0, 0.0, 0.0], [0.0, 0.0, 0.0], [0.1, 0.0, 0.0], [0.0, -0.1, 0.1], [0.0, 0.0, 0.0], [0.0, 0.0, 0.0], [0.0, 0.0, 0.0], [0.0, 0.0, 0.0], [0.0, 0.0, 0.0], [0.0, 0.0, 0.0], [0.0, 0.0, 0.0], [0.0, 0.0, 0.0], [0.1, 0.1, -0.1], [-0.1, -0.1, 0.1], [0.2, -0.1, -0.1], [0.5, 0.0, -2.0], [-0.2, -0.1, -0.2], [0.1, 0.1, 0.0], [0.0, 0.0, 0.0], [0.1, 0.0, 0.0], [0.1, -0.1, 0.0], [0.1, 0.1, 0.1], [-0.1, 0.0, -0.8], [0.0, 0.0, 0.0], [0.0, 0.0, 0.0], [0.0, 0.0, 0.0], [0.0, 0.0, 0.0], [-0.1, 0.1, 0.0], [0.1, -0.1, 0.1], [-0.1, 0.0, -0.1], [-0.3, -0.1, -0.2], [0.0, 0.0, -0.1], [0.1, 0.0, 0.0], [-0.1, 0.0, 0.0], [0.1, 0.1, 0.0], [0.0, 0.0, 0.0], [0.0, 0.0, 0.0], [0.0, 0.0, 0.0], [0.0, 0.0, 0.0], [0.0, 0.0, 0.0], [0.0, 0.0, 0.0], [0.1, 0.0, 0.1], [0.0, 0.0, 0.0], [0.0, 0.0, 0.0], [0.0, 0.0, 0.0], [0.0, 0.0, 0.0], [0.0, 0.0, 0.0], [0.0, 0.1, 0.0], [-0.1, 0.0, -0.4], [-0.1, 0.0, 0.1], [0.0, 0.2, 0.2], [0.0, 0.1, 0.1], [0.1, 0.0, 0.0], [0.0, 0.0, 0.2], [0.1, -0.1, 0.1], [-0.1, 0.0, 0.0], [0.0, 0.0, 0.0], [-0.1, 0.0, 0.0], [0.0, 0.0, 0.0], [0.0, 0.0, 0.0], [0.0, 0.0, 0.0], [0.0, 0.0, 0.0], [0.0, 0.0, -0.1], [-0.2, 0.3, 0.2], [-0.2, -0.1, 1.0], [-0.3, -0.4, 0.3], [-0.8, 0.0, -0.6], [-0.7, 0.0, -0.3], [0.1, 0.7, -0.1], [-0.7, 0.8, 0.6]],
  "orbital_gap_ha": 0.2208,
  "max_force_ev_per_a": 3.4,
  "charge": -2,
  "lumo_ha": 0.13246,
  "relative_energy_ev": 3.584,
  "multiplicity": 1,
  "e_homo_ev": -2.404
}

***

Entry 2:
{
  "formula": "C35H41F6N2O5P2RuSSi2",
  "method": "wB97M-V/def2-TZVPD",
  "species": ["Ru", "C", "Si", "C", "C", "N", "P", "C", "P", "N", "Si", "C", "C", "C", "C", "C", "C", "C", "C", "C", "C", "C", "C", "C", "C", "C", "C", "C", "C", "C", "C", "C", "C", "C", "C", "C", "C", "C", "H", "H", "H", "H", "H", "H", "H", "H", "H", "H", "H", "H", "H", "H", "H", "H", "H", "H", "H", "H", "H", "H", "H", "H", "H", "H", "H", "H", "H", "H", "H", "H", "H", "H", "H", "H", "H", "H", "O", "S", "O", "O", "O", "C", "C", "O", "C", "F", "F", "F", "C", "F", "F", "F", "H", "H", "H"],
  "xyz": [[-0.16155, 0.81583, 1.23043], [-3.20178, 1.85105, 3.02279], [-3.64461, 0.57513, 1.74340], [-4.41649, -0.91625, 2.58750], [-4.89830, 1.26556, 0.52622], [-2.20529, 0.13031, 0.92576], [-1.72575, -0.45118, -0.46683], [-0.02795, -0.20756, -0.27645], [1.59569, 0.21613, -0.74299], [2.01967, 0.98470, 0.58323], [3.47855, 1.87476, 0.93649], [3.78929, 3.57894, 0.19908], [3.73659, 1.97703, 2.77941], [4.88473, 0.81360, 0.23718], [2.57721, -1.27872, -1.08269], [2.76113, -2.16379, -0.02173], [3.48242, -3.33253, -0.20191], [4.03538, -3.62228, -1.44304], [3.86778, -2.73960, -2.49895], [3.13921, -1.56993, -2.32178], [1.49982, 1.01217, -2.36380], [2.21014, 2.15908, -2.68305], [2.09993, 2.70872, -3.95287], [1.28541, 2.11444, -4.90460], [0.58246, 0.95612, -4.59476], [0.69523, 0.40687, -3.32927], [-2.32554, 0.45051, -1.91736], [-2.15918, 1.83803, -1.88808], [-2.50021, 2.59552, -2.99592], [-3.01050, 1.98062, -4.13197], [-3.17628, 0.60317, -4.16498], [-2.82812, -0.16459, -3.06073], [-2.12914, -2.19089, -0.75970], [-3.45577, -2.61902, -0.77274], [-3.75247, -3.96057, -0.94535], [-2.72514, -4.88369, -1.10357], [-1.40387, -4.46443, -1.08616], [-1.10526, -3.11894, -0.91156], [-4.06078, 2.12368, 3.64105], [-2.80556, 2.74869, 2.54325], [-2.41782, 1.45491, 3.67323], [-5.37894, -0.66112, 3.03968], [-3.75713, -1.28937, 3.37380], [-4.57837, -1.73792, 1.88461], [-5.83283, 1.53726, 1.02392], [-5.13733, 0.54400, -0.26158], [-4.49607, 2.15888, 0.04266], [3.94841, 4.27754, 1.02200], [2.94393, 3.96726, -0.36370], [4.68599, 3.56606, -0.42954], [2.87173, 2.45474, 3.24075], [4.61585, 2.59568, 2.98043], [3.89381, 0.99954, 3.23273], [4.85527, 0.73656, -0.85474], [4.88938, -0.20025, 0.64457], [5.83491, 1.29063, 0.49871], [2.34567, -1.92019, 0.94481], [3.61798, -4.01301, 0.62943], [4.60383, -4.53342, -1.58383], [4.30708, -2.95667, -3.46457], [3.01638, -0.88266, -3.14937], [2.81441, 2.64488, -1.93513], [2.63767, 3.61824, -4.18730], [1.19181, 2.55580, -5.88941], [-0.06529, 0.49271, -5.32810], [0.13940, -0.49412, -3.08788], [-1.74510, 2.32273, -1.00862], [-2.34747, 3.66653, -2.96825], [-3.27430, 2.57678, -4.99715], [-3.57104, 0.12196, -5.05140], [-2.93771, -1.24083, -3.10087], [-4.25705, -1.89938, -0.64101], [-4.78390, -4.28968, -0.95026], [-2.95806, -5.93310, -1.23357], [-0.60171, -5.18244, -1.19877], [-0.07257, -2.79013, -0.87521], [-0.61553, 4.98747, 0.81142], [0.25680, 3.85183, 0.65602], [-0.72803, 2.58424, 0.95149], [1.31560, 3.74305, 1.65151], [0.70568, 3.61964, -0.71417], [-0.59134, -1.01672, 5.10544], [0.16873, -1.11339, 3.77697], [-0.23377, -0.10635, 2.96421], [-0.18616, -2.47256, 3.12122], [-1.50218, -2.53857, 2.88064], [0.12158, -3.52846, 3.90198], [0.43480, -2.66698, 1.94605], [1.68122, -1.04213, 4.09086], [2.44849, -1.12577, 2.99650], [2.08757, -2.02165, 4.92758], [1.95806, 0.11621, 4.69410], [-1.65644, -1.06048, 4.88695], [-0.36619, -0.05038, 5.55135], [-0.32080, -1.81405, 5.79587]],
  "forces_ev_per_angstrom": [[0.4, -0.3, 0.6], [0.0, 0.0, 0.0], [0.0, 0.1, 0.1], [0.0, 0.0, 0.0], [0.0, 0.0, 0.0], [0.0, 0.0, -0.1], [-0.3, 0.0, -0.1], [0.1, 0.1, -0.1], [0.0, -0.1, 0.2], [-0.1, 0.1, -0.4], [0.1, -0.1, 0.1], [0.0, 0.0, -0.1], [-0.1, 0.0, 0.0], [0.1, 0.0, 0.0], [0.0, 0.0, 0.0], [0.0, 0.0, 0.0], [0.0, 0.0, 0.0], [0.0, 0.0, 0.0], [0.0, 0.0, 0.0], [0.0, 0.0, 0.0], [0.1, 0.0, 0.0], [0.0, 0.0, 0.0], [0.0, 0.0, 0.0], [0.0, 0.0, 0.0], [0.0, 0.0, 0.0], [-0.1, 0.0, 0.0], [0.0, 0.0, 0.0], [0.0, 0.0, 0.0], [0.0, 0.0, 0.0], [0.0, 0.0, 0.0], [0.0, 0.0, 0.0], [0.0, 0.0, 0.0], [0.0, 0.0, 0.0], [0.0, 0.0, 0.0], [0.0, 0.0, 0.0], [0.0, 0.0, 0.0], [0.0, 0.0, 0.0], [0.0, 0.0, 0.0], [0.0, 0.0, 0.0], [0.0, 0.0, 0.0], [0.0, 0.0, 0.0], [0.0, 0.0, 0.0], [0.0, 0.0, 0.0], [0.0, 0.0, 0.0], [0.0, 0.0, 0.0], [0.0, 0.0, 0.0], [0.0, 0.0, 0.0], [0.0, 0.0, 0.0], [0.0, 0.0, 0.0], [0.0, 0.0, 0.0], [0.0, 0.0, 0.0], [0.0, 0.0, 0.0], [0.0, 0.0, 0.0], [0.0, 0.0, 0.0], [0.0, 0.0, 0.0], [0.0, 0.0, 0.0], [0.0, 0.0, 0.0], [0.0, 0.0, 0.0], [0.0, 0.0, 0.0], [0.0, 0.0, 0.0], [0.0, 0.0, 0.0], [0.0, 0.0, 0.1], [0.0, 0.0, 0.0], [0.0, 0.0, 0.0], [0.0, 0.0, 0.0], [0.0, 0.0, 0.0], [0.0, 0.0, 0.0], [0.0, 0.0, 0.0], [0.0, 0.0, 0.0], [0.0, 0.0, 0.0], [0.0, 0.0, 0.0], [0.0, 0.0, 0.0], [0.0, 0.0, 0.0], [0.0, 0.0, 0.0], [0.0, 0.0, 0.0], [0.0, 0.0, 0.0], [-0.2, 0.1, 0.1], [0.2, -0.4, 0.0], [-0.1, 0.3, -0.2], [-0.1, 0.0, -0.1], [-0.1, 0.1, 0.0], [0.0, 0.0, 0.0], [0.1, -0.1, 0.0], [-0.1, 0.1, 0.0], [0.0, 0.0, 0.0], [0.0, 0.0, 0.0], [0.0, 0.0, 0.0], [0.0, 0.0, 0.0], [-0.1, 0.0, 0.0], [0.0, 0.0, 0.0], [0.0, -0.1, 0.0], [0.0, 0.1, 0.0], [0.0, 0.0, 0.0], [0.0, 0.0, 0.0], [0.0, 0.0, 0.0]],
  "orbital_gap_ha": 0.2840,
  "max_force_ev_per_a": 0.8,
  "charge": -1,
  "lumo_ha": 0.08395,
  "relative_energy_ev": 0.000,
  "multiplicity": 1,
  "e_homo_ev": -5.443
}